## 1
# C2H4O3P

An isolated ion of composition C2H4O3P and charge -1 (ωB97M-V with the def2-TZVPD basis set, the Open Molecules 2025 dataset).

The HOMO energy is -3.19 eV. The HOMO-LUMO gap comes out at 7.238 eV. As for the net charge: -1.

Each line ends with the natural charge from an NBO analysis.
Positions of all 10 atoms, in Å:
P -2.51169 0.05471 -0.37881  1.131
O -0.96597 -0.73332 0.08050  -0.827
O 0.95314 -1.77577 -0.28670  -0.726
O -3.41380 -0.60980 0.60108  -1.176
C 0.94839 0.66950 -0.14179  -0.672
C 0.33923 -0.50378 -0.13728  0.611
H 0.07811 -2.16938 -0.50220  0.488
H -2.06999 1.29589 0.25588  -0.237
H 2.08951 0.83938 -0.19069  0.197
H 0.29114 1.44711 0.05684  0.210

***

## 2
# C2H4O3P

An isolated ion of composition C2H4O3P and charge -1 (ωB97M-V with the def2-TZVPD basis set, the Open Molecules 2025 dataset).

The HOMO energy (spin up / spin down) is -2.32 / -2.32 eV. The HOMO-LUMO gap (spin up / spin down) comes out at 5.988 / 5.987 eV. As for the net charge: -1.

Each line ends with the natural charge from an NBO analysis.
Positions of all 10 atoms, in Å:
P -1.22985 0.03212 -1.49377  1.277
O -1.17545 1.14478 -2.44983  -1.058
O 1.64634 -0.78838 0.32733  -0.376
O 1.50789 -1.87511 -0.56077  -0.684
C 0.42687 -0.39451 0.83705  -0.091
C -0.34225 0.72272 0.08528  -0.799
H -0.11858 -1.41427 0.90516  0.173
H -1.32220 0.98066 0.59417  0.193
H 0.43883 -0.02814 1.85249  0.145
H 0.16840 1.62013 -0.09710  0.219

***

## 3
# C2H4O3P

An isolated ion of composition C2H4O3P and charge -1 (ωB97M-V with the def2-TZVPD basis set, the Open Molecules 2025 dataset).

The HOMO energy is -3.94 eV. The HOMO-LUMO gap comes out at 8.053 eV. As for the net charge: -1.

Each line ends with the natural charge from an NBO analysis.
Positions of all 10 atoms, in Å:
P -1.32204 -0.28840 0.09489  1.686
O 0.72955 -1.06585 -1.56671  -0.575
O -1.49403 1.15130 -1.29396  -1.093
O -1.59141 -0.13074 1.54042  -1.118
C 0.37425 -0.46192 -0.60086  0.317
C 1.20286 0.41968 0.35901  -0.734
H 2.22040 0.78001 0.08855  0.200
H 1.24697 -0.21945 1.15102  0.215
H -1.88915 -1.43854 -0.32164  -0.151
H 0.52261 1.25391 0.54927  0.253

***

Most stable = 1

***

## 1
# C2H4BrClO2S

One molecule with the formula C2H4BrClO2S (ωB97M-V with the def2-TZVPD basis set, the Open Molecules 2025 dataset).

The HOMO energy (spin up / spin down) is -9.35 / -9.35 eV. The HOMO-LUMO gap (spin up / spin down) comes out at 7.542 / 7.536 eV.

Each line ends with the natural charge from an NBO analysis.
Positions of all 11 atoms, in Å:
Br -2.32667 -1.01791 -0.35215  0.704
Cl -4.08883 0.21839 -0.36786  -0.208
S 0.21620 0.72652 -0.00688  2.117
O -0.76785 0.97392 0.98496  -0.974
O 0.86238 1.84615 -0.64156  -0.921
C -0.80037 -0.29941 -1.14284  -0.836
C 1.62130 -0.27759 0.72951  -0.824
H 2.50686 0.23864 0.82312  0.241
H 1.82184 -1.08433 0.08725  0.230
H 1.31930 -0.41413 1.76825  0.248
H -0.36417 -0.91025 -1.88180  0.223

***

## 2
# C2H4BrClO2S

A 2-piece molecular cluster, C2H4BrClO2S overall (ωB97M-V with the def2-TZVPD basis set, the Open Molecules 2025 dataset).

The HOMO energy is -9.44 eV. The HOMO-LUMO gap comes out at 8.800 eV.

Each line ends with the natural charge from an NBO analysis.
Positions of all 11 atoms, in Å:
Br -4.54917 -2.54689 -0.30386  0.031
Cl -4.37617 2.18656 1.23553  -0.207
S -2.99586 1.54652 -0.13966  1.549
O -3.19552 2.23394 -1.35030  -0.817
O -3.81985 -0.06787 -0.31666  -0.723
C -0.02124 -0.79298 -0.86065  -0.843
C -3.69246 -1.07457 0.51474  0.169
H 0.32194 -0.03676 -1.41092  0.204
H 0.54147 -1.65246 -1.17252  0.222
H -1.06695 -0.95731 -1.14031  0.201
H 0.03757 -0.43483 0.15277  0.214

***

Most stable = 2

***

## 1
# C8H12N

An isolated ion of composition C8H12N and charge +1 (ωB97M-V with the def2-TZVPD basis set, the Open Molecules 2025 dataset).

The HOMO energy is -14.46 eV. The HOMO-LUMO gap comes out at 9.808 eV. As for the net charge: +1.

Each line ends with the natural charge from an NBO analysis.
Positions of all 21 atoms, in Å:
N 0.84506 -0.33864 -0.69315  -0.277
C 2.34415 -0.08163 1.04713  -0.293
C -1.55280 0.68716 0.36224  -0.467
C -1.03129 -1.68099 -0.05219  -0.104
C -1.34541 -2.73825 -0.47908  -0.097
C -1.10565 2.15055 0.67542  -0.627
C -0.60424 -0.35103 0.37341  0.023
C 0.52004 -0.44615 -1.90285  0.082
C 2.12591 -0.20773 -0.22154  -0.084
H -0.44665 -0.70390 -2.33188  0.246
H -0.82279 2.42994 1.69589  0.237
H 3.25067 -0.03286 1.65743  0.257
H -1.45536 -3.74796 -0.62883  0.248
H -0.03958 -0.55136 1.22438  0.236
H -2.17807 0.42755 1.15726  0.278
H 1.38137 -0.45311 -2.61688  0.213
H -2.00922 2.81638 0.72717  0.256
H -0.30678 2.30330 -0.06766  0.212
H 2.99585 -0.44915 -0.84289  0.242
H 1.46383 0.29664 1.56642  0.188
H -2.02905 0.67124 -0.64979  0.231

***

## 2
# C8H12N

A 2-piece molecular cluster, C8H12N overall (ωB97M-V with the def2-TZVPD basis set, the Open Molecules 2025 dataset).

The HOMO energy (spin up / spin down) is -13.11 / -13.11 eV. The HOMO-LUMO gap (spin up / spin down) comes out at 7.032 / 7.033 eV. As for the net charge: +1.

Each line ends with the natural charge from an NBO analysis.
Positions of all 21 atoms, in Å:
N 3.44363 -0.40249 -0.65858  -0.683
C 2.38629 -0.83811 0.19595  0.298
C 0.42085 1.04215 -0.11396  -0.335
C -2.47717 -1.14737 0.84079  -0.392
C -0.85328 0.89093 -0.12104  0.074
C -2.23958 1.44168 -0.09014  -0.374
C 3.48761 0.04324 0.73658  -0.381
C -1.96944 -0.00110 -0.06294  -0.130
C -2.72804 -1.12051 -0.63524  -0.384
H 0.93908 2.07577 0.07384  0.219
H -3.81010 -1.01062 -0.95437  0.228
H 1.20580 0.20269 0.16969  0.138
H 4.35458 -0.42327 1.26072  0.287
H -2.63175 1.99710 0.83948  0.245
H -1.79551 -1.96364 1.13395  0.231
H -2.38043 -1.87381 -1.36166  0.229
H 4.24917 -0.96020 -0.95061  0.479
H 3.28891 1.14107 0.99497  0.287
H -2.51850 1.81482 -1.01259  0.234
H -3.45482 -1.10738 1.29188  0.238
H 3.08268 0.19905 -1.57669  0.494

***

Most stable = 1

***

## 1
# C5H11F2NO3P

A 2-piece molecular cluster, C5H11F2NO3P overall (ωB97M-V with the def2-TZVPD basis set, the Open Molecules 2025 dataset).

The HOMO energy is -4.67 eV. The HOMO-LUMO gap comes out at 8.396 eV. As for the net charge: -1.

Each line ends with the natural charge from an NBO analysis.
Positions of all 23 atoms, in Å:
P 2.53487 0.45810 -0.88386  2.250
F 1.31734 2.10001 0.98091  -0.352
F 1.46742 0.12345 1.65843  -0.372
O 3.26122 1.63348 -1.45655  -1.107
O 1.96156 -0.68376 -1.70546  -1.152
O 3.70568 -0.26383 0.12367  -0.700
N 3.34655 -1.51981 0.67573  -0.527
C -0.72053 -0.98114 0.21407  -0.459
C -0.58427 0.53315 0.05526  -0.180
C 1.44549 0.87410 0.49948  0.344
C -0.69440 0.90864 -1.48249  -0.685
C -1.25834 -1.41208 1.54314  -0.603
H 0.37890 -1.36412 0.20597  0.234
H -1.75464 1.22361 -1.73762  0.190
H -1.25835 -1.24252 -0.64427  0.194
H -0.13788 1.88361 -1.49013  0.213
H -1.31918 -2.56850 1.47795  0.189
H -0.49692 -1.15597 2.27944  0.220
H -0.16085 0.08792 -1.92690  0.262
H 2.61440 -1.83795 0.06927  0.345
H -1.02929 1.26366 0.77887  0.190
H 4.19362 -2.12315 0.44943  0.318
H -2.14418 -0.92256 1.83339  0.188

***

## 2
# C5H11F2NO3P

A 2-piece molecular cluster, C5H11F2NO3P overall (ωB97M-V with the def2-TZVPD basis set, the Open Molecules 2025 dataset).

The HOMO energy (spin up / spin down) is -4.49 / -4.75 eV. The HOMO-LUMO gap (spin up / spin down) comes out at 8.055 / 8.274 eV. As for the net charge: -1.

Each line ends with the natural charge from an NBO analysis.
Positions of all 23 atoms, in Å:
P 2.13021 -0.68956 -1.53653  2.240
F 1.15590 -2.21316 0.43538  -0.334
F -0.07988 -2.20545 -1.29341  -0.396
O 3.17751 -0.33897 -0.56738  -1.130
O 1.27075 0.68541 -1.97972  -0.709
O 2.33217 -1.48050 -2.79951  -1.148
N 0.26668 0.26828 -2.97570  -0.555
C 0.36030 2.00486 0.81663  -0.615
C -0.56776 1.17170 1.65331  -0.458
C 0.77230 -1.42549 -0.51797  0.330
C -2.08233 -0.90706 1.69966  -0.679
C -1.39480 0.14800 0.93813  -0.079
H -0.24006 2.58806 0.09234  0.209
H -0.27795 -0.54326 -2.55291  0.337
H 1.04396 1.23976 0.35018  0.254
H -3.13910 -0.64787 1.66093  0.200
H -1.87385 -1.91306 1.34001  0.223
H 0.94848 2.54831 1.57852  0.195
H 1.01336 -0.17246 -3.62953  0.378
H -1.86667 0.26018 -0.02958  0.167
H -1.67410 -0.71600 2.62287  0.196
H -1.17508 1.85596 2.26381  0.180
H -0.10004 0.48232 2.43048  0.192

***

Most stable = 1